Entry 1:
Density functional theory data (wB97M-V/def2-TZVPD) for a cluster of 2 separate species, C6H11N2S in total.

Geometry as XYZ:
```
20
Properties=species:S:1:pos:R:3:forces:R:3
C -2.506341 -0.914567 0.093471 0.70 -0.25 0.67
C -2.640300 0.415900 0.450438 -1.66 -0.48 0.54
C -1.295153 -1.293377 -0.438354 1.34 -2.25 -0.30
C -1.720351 1.404296 0.247490 0.96 1.75 0.23
C -0.285679 -0.337534 -0.598688 -0.09 0.35 0.17
C -0.465017 1.031145 -0.243011 -0.81 -1.22 -0.49
N 1.002445 -0.819892 -1.063255 0.20 1.89 0.42
N 2.961613 -0.446863 0.760053 -2.29 -0.12 0.18
S 0.734475 2.288927 -0.440384 -0.31 1.06 0.30
H -3.267072 -1.606695 0.473025 0.38 0.13 -0.68
H -3.553204 0.508008 0.997526 -0.50 1.20 0.15
H -0.990101 -2.437148 -0.627079 -0.97 2.69 0.26
H -1.807759 2.539286 0.496354 -0.54 -2.45 -0.19
H 3.577889 -1.216113 0.628657 0.64 -0.76 -0.19
H 0.918827 -1.820235 -1.287293 0.40 0.87 -0.59
H 3.384023 0.399191 0.499811 1.03 1.46 -0.73
H 2.760811 -0.331034 1.741507 -0.26 -0.26 0.49
H 1.966542 -0.549859 0.084373 0.88 -0.60 -0.10
H 1.347534 -0.134227 -1.792300 -0.36 -1.82 0.43
H -0.123178 3.320794 0.017656 1.25 -1.20 -0.59
```
Forces are in eV/Å.

## Properties
energy above the lowest of the compared OMol25 structures with the same formula, charge and spin: 28.4 kcal per mole
frontier orbital gap: 8.60 eV
calculated total energy: -20208.9195 eV
total charge: +1
strongest force on any atom: 2.87 eV Å⁻¹
HOMO: -11.876 eV

***

Entry 2:
Density functional theory data (wB97M-V/def2-TZVPD) for a cluster of 2 separate species, C6H11N3 in total.

Geometry as XYZ:
```
20
Properties=species:S:1:pos:R:3:forces:R:3
H -1.811384 -2.404501 -0.265631 0.11 0.19 0.16
N -1.753245 -1.602058 -0.883019 -0.30 -0.44 -0.31
C -1.308680 -0.552445 -0.338616 -0.22 -0.36 0.41
C -0.850819 -0.287534 1.090097 -0.08 -0.17 0.05
C -0.050525 0.971610 0.957168 0.05 0.03 -0.08
C 0.974291 1.348172 1.697787 -0.02 0.16 0.12
C -0.559348 1.678034 -0.275513 0.17 0.68 -0.10
N -1.191583 0.618974 -1.013005 0.05 0.21 -0.25
H -1.734795 -0.117654 1.717538 0.05 -0.06 -0.08
H -0.288291 -1.121610 1.513050 -0.07 0.05 -0.06
H 1.514204 2.262007 1.504305 0.06 0.13 -0.11
H 1.289398 0.780480 2.557398 0.04 -0.18 0.13
H -1.278163 2.470621 -0.007748 0.16 -0.10 -0.03
H 0.256712 2.143005 -0.846442 -0.14 -0.05 0.17
H -1.395365 0.667211 -1.995859 -0.03 -0.06 0.03
C 1.615982 -1.656956 -0.808385 0.21 -0.12 0.47
N 1.564620 -1.193782 -1.968822 -0.02 0.17 -0.94
H 1.455683 -2.722842 -0.690033 -0.06 -0.19 0.11
H 1.826806 -1.090444 0.103623 -0.02 0.12 -0.06
H 1.724501 -0.190288 -2.047893 0.05 0.01 0.37
```
Forces are in eV/Å.

## Properties
energy above the lowest of the compared OMol25 structures with the same formula, charge and spin: 37.1 kcal per mole
frontier orbital gap: 9.59 eV
calculated total energy: -10869.2119 eV
SMILES: [H]/N=C1\CC(=C)CN1.C=N
strongest force on any atom: 0.96 eV Å⁻¹
HOMO: -8.800 eV

***

Entry 3:
Density functional theory data (wB97M-V/def2-TZVPD) for the molecule C6H11N3.

Geometry as XYZ:
```
20
Properties=species:S:1:pos:R:3:forces:R:3
H 2.192579 -1.523431 0.706127 0.08 0.30 -0.13
N 1.243014 -1.155985 0.775479 0.09 0.09 0.37
C 0.705255 -0.911487 -0.346689 -2.72 -1.93 0.25
N 1.221176 -1.168125 -1.584354 -0.27 0.07 -0.02
C -0.970273 -0.663988 -0.354658 2.70 -0.24 -0.91
C -1.662447 -1.166275 0.891382 0.31 -0.07 -0.15
C -1.074167 0.814980 -0.550017 0.55 -0.13 0.83
N -0.112999 1.469861 -1.495854 1.03 0.17 0.95
C 0.200348 1.464799 -0.259268 -2.42 1.59 -0.95
C 0.902160 2.111401 0.851178 0.94 -0.15 -0.16
H 2.151145 -1.547002 -1.673077 -0.08 0.31 -0.09
H 0.769035 -0.735116 -2.375722 0.31 -0.10 0.02
H -1.259709 -1.216237 -1.251968 -0.34 -0.12 0.06
H -1.252911 -0.672463 1.769172 -0.02 0.03 0.10
H -2.734254 -0.971881 0.829279 0.00 0.04 0.00
H -1.505777 -2.236467 1.003951 -0.04 -0.05 0.07
H -2.019401 1.313675 -0.361405 -0.09 0.05 -0.15
H 1.797767 2.622061 0.498671 0.04 0.11 0.13
H 0.233995 2.818915 1.343336 -0.11 0.01 -0.18
H 1.175464 1.352765 1.584437 0.03 0.02 -0.03
```
Forces are in eV/Å.

## Properties
energy above the lowest of the compared OMol25 structures with the same formula, charge and spin: 55.1 kcal per mole
frontier orbital gap: 10.25 eV
calculated total energy: -10868.4280 eV
SMILES: [H]/N=C(\N)[C@@H](C)[C@@H]1N=C1C
strongest force on any atom: 3.34 eV Å⁻¹
HOMO: -9.190 eV

***

Entry 4:
Density functional theory data (wB97M-V/def2-TZVPD) for the molecule C6H11N3.

Geometry as XYZ:
```
20
Properties=species:S:1:pos:R:3:forces:R:3
C -1.745494 1.536128 -0.183811 -0.54 1.03 -0.86
C -1.659432 0.071396 -0.436752 -0.85 -0.83 -1.52
C -2.427192 -1.020210 0.309602 0.82 2.46 1.13
N -0.996119 -0.769610 0.502505 0.88 -0.16 0.19
N -0.091933 -1.739188 -0.030705 -1.02 0.20 1.04
C 1.074903 -1.349173 -0.310717 1.12 -1.70 -1.74
N 1.695309 -0.131723 -0.507356 -1.52 0.70 -0.54
C 2.984493 0.002547 0.077623 0.20 0.25 0.06
C 1.773763 0.760293 0.615213 1.31 1.97 0.06
H -1.740207 1.786600 0.922218 0.04 -0.11 -1.48
H -2.677001 1.928181 -0.731713 1.13 -0.38 1.15
H -0.894986 1.970593 -0.780901 -0.57 0.06 1.12
H -1.496610 -0.169021 -1.548614 -0.18 0.16 1.72
H -2.626775 -1.831032 -0.293951 -0.71 -1.79 -1.00
H -3.113160 -0.782451 1.169855 0.96 -0.33 -0.98
H 1.773370 -2.145814 -0.668480 -0.79 0.30 0.35
H 3.692005 0.533924 -0.582627 -0.20 -0.40 0.75
H 3.291394 -0.892490 0.611273 0.47 0.34 0.07
H 1.877894 1.947909 0.349335 -1.02 -3.15 1.07
H 1.305775 0.293141 1.518001 0.46 1.38 -0.60
```
Forces are in eV/Å.

## Properties
energy above the lowest of the compared OMol25 structures with the same formula, charge and spin: 106.0 kcal per mole
frontier orbital gap: 9.47 eV
calculated total energy: -10866.2242 eV
SMILES: C[C@@H]1CN1/N=C\N1CC1
strongest force on any atom: 3.48 eV Å⁻¹
HOMO: -8.461 eV

***

Entry 5:
Density functional theory data (wB97M-V/def2-TZVPD) for the molecule C6H11N3.

Geometry as XYZ:
```
20
Properties=species:S:1:pos:R:3:forces:R:3
C 1.583293 -1.162902 0.099419 0.15 0.18 0.11
C 2.226801 -0.053133 0.293731 -0.08 0.39 0.01
C 0.911621 -2.256846 -0.065616 -0.14 -0.39 -0.02
C 1.662717 1.332346 0.090485 -0.29 -0.02 -0.20
C -2.523551 -0.185095 0.883558 -0.58 -0.22 0.49
C 0.342132 1.405278 -0.694411 0.23 -0.19 -0.40
N -1.540831 -0.764496 -1.088632 -0.32 -1.00 -0.84
N -0.785568 1.070256 0.130778 0.33 0.49 0.94
N -1.508321 0.065159 -0.134739 0.14 0.30 -0.29
H 0.895730 -2.793590 -1.000405 0.05 -0.02 -0.21
H 0.337154 -2.689615 0.739121 -0.08 0.00 0.15
H 1.501700 1.792228 1.069604 0.06 0.08 -0.04
H 3.248057 -0.079793 0.650406 0.12 -0.16 0.06
H 2.407024 1.931615 -0.440239 0.00 0.04 0.05
H -3.035257 0.744027 1.121405 0.11 0.00 -0.08
H -3.213984 -0.929684 0.496919 0.08 0.09 0.01
H -2.034000 -0.557458 1.783091 0.06 0.04 -0.11
H 0.197302 2.446281 -1.005738 0.03 -0.13 -0.05
H 0.433356 0.790531 -1.601840 0.04 0.16 0.06
H -0.813849 -0.603999 -1.784652 0.08 0.35 0.37
```
Forces are in eV/Å.

## Properties
energy above the lowest of the compared OMol25 structures with the same formula, charge and spin: 100.2 kcal per mole
frontier orbital gap: 9.48 eV
calculated total energy: -10866.4739 eV
strongest force on any atom: 1.34 eV Å⁻¹
HOMO: -8.472 eV

***

Entry 6:
Density functional theory data (wB97M-V/def2-TZVPD) for a structure of composition C6H11N3.

Geometry as XYZ:
```
20
Properties=species:S:1:pos:R:3:forces:R:3
C -2.623836 -0.382569 -0.041989 0.41 -0.58 -0.92
C 0.616410 -0.334459 0.973247 1.66 0.15 1.52
C 1.090220 1.179941 0.705262 0.11 -2.09 0.47
C 1.282357 0.974390 -0.802091 1.08 0.68 -1.52
C 0.899028 -0.532521 -0.983833 0.16 0.15 -0.44
C 1.698443 -1.180489 0.169591 -0.16 0.17 0.58
H -4.416640 -0.270085 0.380736 -0.50 -0.17 -0.31
H -2.687065 -1.484800 -0.035871 0.61 0.36 0.39
H -1.260662 1.101004 -0.274183 0.13 0.84 0.14
H 0.340157 -0.644737 1.992159 -0.04 0.31 -0.34
H 0.362712 1.935822 0.995774 -0.09 -0.08 -0.11
H 2.015397 1.357325 1.270802 -0.26 0.04 -0.29
H 0.634922 1.650399 -1.378045 0.17 -0.28 -0.02
H 2.340369 1.160722 -1.154602 -1.13 -0.17 0.41
H 0.691053 -0.985942 -1.969052 0.80 0.47 0.25
H 1.533791 -2.247773 0.259241 -0.42 -0.09 0.00
H 2.769695 -1.035607 0.344930 -0.27 0.64 -0.31
N -3.676298 0.321413 0.042732 0.83 0.64 0.54
N -1.357426 0.117078 -0.384628 -1.46 -1.17 0.18
N -0.252619 -0.699118 -0.110174 -1.65 0.17 -0.22
```
Forces are in eV/Å.

## Properties
energy above the lowest of the compared OMol25 structures with the same formula, charge and spin: 59.1 kcal per mole
frontier orbital gap: 10.07 eV
calculated total energy: -10868.2556 eV
strongest force on any atom: 2.26 eV Å⁻¹
HOMO: -9.062 eV

***

> Look up the frontier orbital gap of the first one.

8.60 eV

***

> The highest calculated total energy belongs to which entry?

number 4

***

> Look up the calculated total energy of the fourth one.

-10866.2242 eV